Entry 1:
{"formula": "C24H29N3O6S", "method": "ωB97M-V with the def2-TZVPD basis set", "elements": ["C", "C", "O", "C", "C", "C", "C", "N", "C", "C", "C", "O", "N", "C", "C", "C", "C", "S", "O", "O", "N", "C", "C", "C", "C", "C", "O", "C", "C", "C", "C", "O", "C", "C", "H", "H", "H", "H", "H", "H", "H", "H", "H", "H", "H", "H", "H", "H", "H", "H", "H", "H", "H", "H", "H", "H", "H", "H", "H", "H", "H", "H", "H"], "coordinates": [[4.39510, 4.19643, -1.21008], [4.05656, 2.74803, -0.89488], [3.16556, 2.28936, -1.89317], [2.70506, 1.01384, -1.82956], [1.86742, 0.61279, -2.87130], [1.33244, -0.65606, -2.90140], [1.61232, -1.56564, -1.88148], [1.01658, -2.83905, -1.88765], [-0.19806, -3.09692, -2.63999], [-0.83088, -4.29781, -1.91393], [-1.76983, -3.73634, -0.84131], [-2.96761, -3.72383, -1.00146], [-1.11807, -3.19243, 0.22553], [-1.59899, -2.28692, 1.17180], [-0.66847, -1.74933, 2.06407], [-1.05328, -0.76959, 2.95585], [-2.36414, -0.33502, 2.95587], [-2.79496, 1.05626, 3.97411], [-4.22436, 1.14981, 4.07985], [-2.01000, 1.06840, 5.17429], [-2.19188, 2.31070, 3.03721], [-3.00186, 2.73536, 1.91869], [-2.23701, 2.64020, 0.58488], [-1.00954, 3.56785, 0.53189], [0.05323, 2.69919, -0.13636], [-0.35580, 1.31519, 0.35973], [-1.76925, 1.31780, 0.34844], [-3.30346, -0.89024, 2.11158], [-2.92908, -1.87655, 1.21872], [0.39779, -5.03380, -1.39156], [1.42885, -3.92952, -1.18007], [2.41655, -4.01587, -0.48627], [2.45488, -1.16973, -0.84868], [3.00023, 0.10083, -0.82338], [4.85795, 4.26350, -2.19055], [5.08081, 4.58701, -0.46388], [3.48950, 4.79695, -1.21357], [3.58589, 2.67562, 0.09590], [4.96825, 2.13506, -0.89393], [1.65191, 1.31877, -3.65726], [0.70287, -0.93620, -3.73063], [0.03742, -3.35275, -3.68008], [-0.85123, -2.22107, -2.62887], [-1.43959, -4.90007, -2.58935], [-0.11977, -3.33953, 0.28493], [0.35802, -2.08735, 2.03554], [-0.35830, -0.32975, 3.65318], [-1.80767, 3.04075, 3.61334], [-3.36631, 3.75989, 2.04420], [-3.86463, 2.06745, 1.87953], [-2.94715, 2.87632, -0.21999], [-1.21696, 4.48461, -0.01526], [-0.70017, 3.81958, 1.54603], [1.06572, 2.96654, 0.15299], [-0.03114, 2.74765, -1.22214], [-0.01846, 0.49902, -0.28172], [0.01328, 1.14741, 1.38109], [-4.32256, -0.54235, 2.16236], [-3.64661, -2.31136, 0.54343], [0.78506, -5.72720, -2.14137], [0.22983, -5.59706, -0.47425], [2.70527, -1.86216, -0.06306], [3.65275, 0.36335, -0.00655]], "atomic_forces_ev_per_a": [[-0.17, -0.43, 0.00], [0.24, 0.22, 0.22], [-0.11, 0.02, -0.18], [-0.13, -0.19, -0.08], [0.15, 0.19, 0.15], [0.03, -0.10, 0.10], [0.28, 0.27, 0.14], [-0.15, -0.02, -0.10], [-0.20, -0.06, -0.28], [-0.15, 0.00, -0.06], [0.33, -0.37, -0.38], [-0.26, 0.08, -0.03], [0.37, -0.09, 0.26], [-0.29, 0.28, 0.20], [-0.12, 0.06, 0.07], [0.13, -0.14, 0.00], [-0.34, 0.43, 0.37], [0.28, 0.43, -0.13], [0.08, -0.21, -0.30], [0.23, -0.06, -0.12], [-0.09, -0.59, 0.54], [-0.06, -0.22, -0.86], [-0.31, 0.38, 0.16], [-0.11, -0.22, -0.11], [-0.17, -0.19, 0.09], [0.42, 0.01, -0.07], [-0.24, 0.05, 0.09], [0.00, 0.00, 0.12], [-0.06, -0.09, -0.11], [-0.03, 0.02, 0.04], [0.01, -0.40, -0.08], [0.18, -0.01, 0.19], [-0.06, -0.17, -0.01], [0.07, 0.36, -0.06], [0.07, 0.04, -0.08], [0.07, 0.06, 0.07], [-0.06, 0.09, 0.02], [0.05, -0.06, -0.10], [-0.13, 0.00, 0.04], [-0.03, 0.09, -0.10], [-0.09, -0.04, -0.08], [-0.09, 0.07, 0.04], [0.06, -0.04, -0.04], [0.02, 0.12, 0.12], [-0.23, 0.03, -0.03], [0.12, -0.03, 0.01], [0.19, 0.01, 0.03], [0.06, 0.00, 0.29], [-0.05, -0.10, 0.06], [-0.10, 0.23, -0.14], [0.07, 0.04, 0.10], [-0.02, 0.07, 0.05], [0.06, 0.09, 0.04], [0.12, 0.02, -0.03], [0.05, 0.00, -0.04], [0.05, 0.00, 0.04], [0.02, 0.00, -0.09], [-0.15, 0.01, -0.06], [-0.01, 0.00, 0.02], [0.02, 0.01, 0.01], [0.09, 0.03, 0.00], [0.00, -0.05, 0.02], [0.07, 0.06, 0.08]], "nbo_charge": [-0.618, -0.065, -0.521, 0.378, -0.259, -0.249, 0.185, -0.458, -0.202, -0.303, 0.688, -0.588, -0.635, 0.257, -0.262, -0.167, -0.354, 2.319, -0.939, -0.943, -0.884, -0.252, 0.094, -0.436, -0.417, -0.068, -0.540, -0.154, -0.259, -0.512, 0.666, -0.599, -0.224, -0.317, 0.216, 0.215, 0.214, 0.168, 0.175, 0.225, 0.218, 0.201, 0.223, 0.247, 0.402, 0.215, 0.242, 0.410, 0.201, 0.224, 0.180, 0.220, 0.197, 0.209, 0.206, 0.195, 0.166, 0.241, 0.258, 0.248, 0.245, 0.248, 0.224], "spin_multiplicity": 1, "smiles": "CCOc1ccc(N2C[C@H](C(=O)Nc3ccc(S(=O)(=O)NC[C@H]4CCCO4)cc3)CC2=O)cc1", "e_tot_ha": -1945.87236, "gap_ev": 8.89, "lumo_ev": 0.5, "molar_mass_g_mol": 487.578}

Entry 2:
{"formula": "C24H29N5O2S4Tc", "method": "ωB97M-V with the def2-TZVPD basis set", "elements": ["Tc", "C", "C", "N", "C", "S", "N", "N", "C", "C", "C", "C", "C", "C", "C", "N", "H", "H", "H", "H", "H", "H", "H", "H", "H", "H", "H", "H", "H", "C", "C", "S", "C", "C", "S", "C", "C", "S", "H", "H", "H", "H", "H", "H", "H", "H", "H", "H", "H", "H", "O", "C", "N", "C", "O", "C", "C", "C", "C", "C", "C", "H", "H", "H", "H"], "coordinates": [[-0.61220, -0.33400, -0.50890], [-2.44870, 2.33910, 4.95100], [-3.34860, 1.83900, 3.82760], [-2.76000, 2.09200, 2.52450], [-1.96370, 1.24530, 1.88910], [-1.25810, 1.83850, 0.36100], [-1.71810, 0.04690, 2.30420], [-0.89190, -0.70770, 1.56520], [-0.20990, -1.62460, 2.19100], [-0.28330, -1.76370, 3.66460], [0.85600, -2.26800, 1.37730], [2.09180, -1.76110, 1.48980], [3.25520, -1.93580, 0.62480], [3.40440, -1.24080, -0.51580], [2.40910, -0.32420, -1.03430], [1.20410, -0.24760, -0.68590], [-2.95480, 2.21360, 5.90360], [-2.21950, 3.39370, 4.81830], [-1.51760, 1.77840, 4.96950], [-4.31250, 2.35130, 3.84870], [-3.50900, 0.76460, 3.91720], [-2.75640, 3.05270, 2.20590], [-1.32470, -1.67870, 3.97490], [0.25950, -0.94400, 4.13800], [0.13070, -2.70750, 4.00250], [2.24670, -1.02810, 2.27500], [4.07060, -2.53910, 1.00790], [4.31640, -1.31790, -1.08700], [2.78170, 0.37220, -1.79070], [-2.03640, 0.93860, -4.14740], [-0.72640, 0.18140, -4.20630], [-0.45090, -1.13370, -2.95450], [-1.89190, -2.25710, -3.10960], [-3.19240, -1.82250, -2.45960], [-2.98810, -1.08100, -0.78610], [-4.15010, 0.31890, -0.91690], [-3.97580, 1.31390, -2.06170], [-2.25880, 1.76810, -2.52190], [-2.89010, 0.29760, -4.35550], [-2.01260, 1.72600, -4.90510], [0.11040, 0.85830, -4.03150], [-0.60380, -0.28850, -5.18370], [-1.53420, -3.17720, -2.64210], [-2.03960, -2.43940, -4.17510], [-3.82980, -2.70080, -2.34120], [-3.72850, -1.09350, -3.05880], [-4.05130, 0.81470, 0.04810], [-5.14770, -0.11870, -0.97990], [-4.44000, 2.25030, -1.74760], [-4.47680, 0.97990, -2.96870], [1.81410, -3.45970, -1.26580], [1.06540, -3.99940, -0.49990], [0.44070, -3.34880, 0.59280], [-0.67180, -4.08450, 1.04830], [-1.46270, -3.61610, 1.82720], [-0.59870, -5.38350, 0.38010], [-1.35500, -6.52430, 0.56130], [-0.98810, -7.65740, -0.16380], [0.08720, -7.63460, -1.04080], [0.82980, -6.47220, -1.24760], [0.47510, -5.34980, -0.52570], [-2.17930, -6.54010, 1.25760], [-1.55710, -8.56570, -0.03910], [0.35970, -8.53490, -1.57170], [1.66600, -6.45010, -1.92790]], "atomic_forces_ev_per_a": [[-0.81, 1.59, -0.06], [-0.19, -0.11, -0.13], [0.05, 0.01, 0.47], [-0.24, 0.48, -0.13], [0.80, -0.48, -1.00], [0.62, -1.37, -0.18], [-1.21, 0.42, 1.41], [1.35, -0.31, -1.60], [-0.10, 0.75, -0.04], [-0.20, -0.17, 0.12], [0.81, -0.16, 0.30], [-0.66, -0.12, 0.03], [0.32, 0.28, -0.32], [0.20, -0.40, 0.73], [0.78, 0.01, -0.15], [-0.98, 0.53, 0.59], [0.02, 0.00, 0.14], [0.02, 0.10, 0.04], [0.10, -0.03, 0.03], [0.03, -0.13, 0.02], [-0.11, 0.09, -0.05], [-0.03, -0.20, -0.04], [0.09, -0.01, 0.02], [0.05, 0.09, 0.00], [0.07, -0.05, -0.06], [-0.17, 0.16, 0.02], [0.09, -0.06, -0.18], [0.07, 0.03, -0.03], [-0.29, 0.04, -0.09], [-0.25, 0.37, 0.46], [0.00, -0.12, 0.28], [-0.48, -0.15, -0.09], [0.36, 0.22, 0.14], [0.09, 0.11, 0.24], [-0.24, 0.04, -0.22], [0.07, -0.08, 0.25], [0.63, 0.15, -0.15], [-0.15, -0.56, -0.40], [0.02, 0.02, -0.05], [0.01, -0.15, -0.02], [0.08, -0.03, -0.11], [0.11, -0.02, 0.07], [0.02, -0.03, -0.15], [0.00, -0.13, 0.04], [-0.01, 0.09, 0.01], [0.00, 0.00, -0.01], [-0.05, -0.03, 0.01], [0.01, -0.01, 0.14], [-0.10, -0.10, -0.09], [-0.02, 0.06, 0.02], [0.05, -0.22, 0.00], [0.09, 0.12, -0.19], [-0.13, 0.50, -0.04], [-0.29, 0.14, 0.21], [-0.08, -0.50, 0.05], [0.28, -0.47, -0.52], [0.12, 0.11, -0.03], [-0.13, 0.12, 0.05], [0.08, 0.09, -0.06], [-0.05, 0.21, 0.05], [-0.54, -0.51, 0.30], [-0.08, -0.02, 0.05], [0.01, -0.11, 0.02], [-0.01, -0.05, -0.03], [0.09, -0.02, -0.10]], "mulliken_spin": [1.052, 0.000, 0.000, -0.004, -0.008, 0.052, 0.023, -0.044, 0.017, -0.001, 0.019, 0.023, 0.092, -0.045, 0.091, -0.337, 0.000, 0.000, 0.000, 0.000, 0.000, 0.001, 0.002, 0.001, 0.000, 0.010, -0.002, 0.003, -0.028, -0.002, 0.006, 0.012, -0.012, -0.006, 0.044, 0.004, -0.004, 0.039, 0.000, 0.002, -0.002, 0.000, 0.008, -0.001, -0.002, 0.001, -0.001, -0.001, 0.000, 0.001, 0.006, -0.014, 0.021, -0.031, 0.008, 0.012, 0.001, 0.000, 0.000, 0.000, -0.004, 0.000, 0.000, 0.000, 0.000], "spin_multiplicity": 2, "s_squared": 1.0022, "e_tot_ha": -3029.17488, "gap_ev": [5.99, 6.06], "total_charge": 2, "lumo_ev": [-7.7, -7.6], "molar_mass_g_mol": 645.797}